## P
# C2FN3

A single C2FN3 molecule (ωB97M-V/def2-TZVPD, OMol25).

Calculated values
Gap between HOMO and LUMO, eV: 8.62
LUMO, eV: -0.94
HOMO energy, eV: -9.56
Molar mass, u: 85.04

CARTESIAN COORDINATES (ANGSTROEM)
C1 0.757 0.765 0.503
C2 -0.330 -0.130 0.284
N1 1.718 1.360 0.671
N2 -0.500 -0.613 -0.856
N3 -0.299 -1.228 -1.768
F1 -1.347 -0.153 1.166

The molecule's Mulliken atomic charges, reported in e, are given here:
1 C 0.262
2 C 0.208
3 N -0.318
4 N 0.477
5 N -0.396
6 F -0.232

---

## Q
# C2FN3

A single C2FN3 molecule (ωB97M-V/def2-TZVPD, OMol25).

Calculated values
Gap between HOMO and LUMO, eV: 10.85
SMILES: N#CC1(F)N=N1
LUMO, eV: -0.92
HOMO energy, eV: -11.77
Molar mass, u: 85.04

CARTESIAN COORDINATES (ANGSTROEM)
C1 -1.277 -0.005 -0.030
C2 0.426 -0.200 0.025
N1 -2.407 0.096 0.023
N2 1.241 0.799 0.610
N3 1.218 0.791 -0.621
F1 0.798 -1.483 -0.008

The molecule's Mulliken atomic charges, reported in e, are given here:
1 C 0.056
2 C 0.827
3 N -0.274
4 N -0.203
5 N -0.199
6 F -0.207

---

Relative energy of each structure, in kcal/mol: P 0.0; Q 8.9.

---

## P
# C17H19Cl5N4PbSbSe4

A molecular structure, C17H19Cl5N4PbSbSe4 (ωB97M-V/def2-TZVPD, OMol25).

Calculated values
Gap between HOMO and LUMO, eV: 6.14
LUMO, eV: 1.86
Charge: -1
HOMO energy, eV: -4.27
Molar mass, u: 1101.43

CARTESIAN COORDINATES (ANGSTROEM)
Pb1 0.154 0.055 0.076
Se1 -3.634 3.289 -1.229
Sb1 -1.329 2.977 -1.863
Se2 -0.057 2.718 0.363
Se3 -1.113 0.757 -3.042
Se4 -0.074 4.538 -3.262
Cl1 3.187 1.282 1.744
C1 2.380 0.086 2.734
C2 1.130 -0.352 2.346
C3 0.542 -1.288 3.175
Cl2 -1.033 -1.925 2.732
C4 1.132 -1.769 4.341
Cl3 0.332 -2.923 5.350
C5 2.397 -1.305 4.690
Cl4 3.172 -1.888 6.118
C6 3.034 -0.374 3.875
Cl5 4.619 0.180 4.292
N1 1.963 1.387 -4.156
C7 2.873 2.217 -3.322
C8 2.667 1.763 -1.892
N2 2.782 0.323 -1.673
C9 2.267 -0.553 -2.717
C10 2.438 -0.022 -4.141
H1 1.865 1.766 -5.096
H2 0.964 1.397 -3.744
H3 2.561 3.257 -3.419
H4 3.891 2.070 -3.691
H5 1.669 2.103 -1.601
H6 3.357 2.277 -1.224
H7 3.718 0.073 -1.385
H8 1.192 -0.680 -2.563
H9 2.729 -1.535 -2.624
H10 1.832 -0.605 -4.835
H11 3.480 -0.023 -4.472
N3 -2.438 0.147 0.345
H12 -2.804 -0.185 1.229
H13 -2.841 -0.400 -0.408
H14 -2.745 1.110 0.204
N4 -0.459 -3.130 -0.971
C11 -1.117 -3.419 -1.868
C12 -1.927 -3.823 -2.990
C13 -1.970 -3.034 -4.135
C14 -2.751 -3.434 -5.206
C15 -3.482 -4.611 -5.137
C16 -3.442 -5.393 -3.990
C17 -2.665 -5.002 -2.913
H15 -1.433 -2.097 -4.157
H16 -2.799 -2.812 -6.089
H17 -4.093 -4.916 -5.975
H18 -4.023 -6.303 -3.930
H19 -2.629 -5.598 -2.011

The molecule's Mulliken atomic charges, reported in e, are given here:
1 Pb 0.991
2 Se -0.722
3 Sb 0.700
4 Se -0.607
5 Se -0.651
6 Se -0.693
7 Cl -0.214
8 C 1.299
9 C -1.852
10 C 1.174
11 Cl -0.266
12 C -0.541
13 Cl -0.203
14 C 0.707
15 Cl -0.205
16 C -0.515
17 Cl -0.202
18 N 0.392
19 C -0.905
20 C 0.228
21 N -0.230
22 C -0.161
23 C -0.761
24 H 0.377
25 H -0.321
26 H 0.292
27 H 0.359
28 H -0.282
29 H 0.402
30 H 0.330
31 H -0.101
32 H 0.434
33 H 0.332
34 H 0.387
35 N -0.498
36 H 0.197
37 H 0.261
38 H 0.107
39 N -0.420
40 C -0.075
41 C 0.555
42 C -0.174
43 C -0.639
44 C -0.363
45 C -0.504
46 C -0.387
47 H 0.368
48 H 0.405
49 H 0.370
50 H 0.370
51 H 0.459

---

## Q
# C17H19Cl5N4PbSbSe4

A molecular structure, C17H19Cl5N4PbSbSe4 (ωB97M-V/def2-TZVPD, OMol25).

Calculated values
Gap between HOMO and LUMO, eV: 6.31
LUMO, eV: 1.96
Charge: -1
HOMO energy, eV: -4.35
Molar mass, u: 1101.43

CARTESIAN COORDINATES (ANGSTROEM)
Pb1 -0.264 0.248 -0.808
Se1 3.510 3.075 -3.233
Sb1 2.886 2.467 -0.994
Se2 3.135 0.034 -0.639
Se3 0.381 2.901 -0.761
Se4 3.888 3.708 0.893
Cl1 -3.121 2.569 -0.499
C1 -3.434 1.363 -1.722
C2 -2.461 0.412 -1.982
C3 -2.821 -0.572 -2.883
Cl2 -1.708 -1.911 -3.161
C4 -4.035 -0.598 -3.565
Cl3 -4.407 -1.840 -4.707
C5 -4.965 0.404 -3.304
Cl4 -6.482 0.412 -4.128
C6 -4.671 1.388 -2.364
Cl5 -5.845 2.604 -2.008
N1 2.444 2.418 3.367
C7 1.160 2.992 3.852
C8 0.020 2.515 2.959
N2 -0.038 1.069 2.817
C9 1.241 0.521 2.407
C10 2.418 0.934 3.273
H1 3.209 2.709 3.971
H2 2.748 2.847 2.398
H3 1.253 4.078 3.823
H4 1.018 2.668 4.887
H5 0.154 2.943 1.962
H6 -0.926 2.887 3.354
H7 -0.402 0.617 3.648
H8 1.461 0.859 1.394
H9 1.185 -0.565 2.376
H10 3.354 0.620 2.810
H11 2.342 0.532 4.287
N3 0.673 0.404 -3.096
H12 0.254 -0.132 -3.846
H13 1.652 0.137 -2.987
H14 0.670 1.392 -3.342
N4 -0.367 -2.675 3.049
C11 -0.151 -3.038 1.979
C12 0.132 -3.486 0.641
C13 1.261 -2.988 -0.007
C14 1.546 -3.395 -1.302
C15 0.704 -4.295 -1.940
C16 -0.422 -4.787 -1.292
C17 -0.715 -4.387 -0.001
H15 1.891 -2.253 0.479
H16 2.407 -2.973 -1.803
H17 0.917 -4.608 -2.954
H18 -1.083 -5.475 -1.803
H19 -1.597 -4.754 0.507

The molecule's Mulliken atomic charges, reported in e, are given here:
1 Pb 0.888
2 Se -0.701
3 Sb 0.667
4 Se -0.671
5 Se -0.696
6 Se -0.750
7 Cl -0.217
8 C 1.303
9 C -1.901
10 C 1.296
11 Cl -0.170
12 C -0.626
13 Cl -0.205
14 C 0.761
15 Cl -0.204
16 C -0.520
17 Cl -0.196
18 N 0.399
19 C -0.648
20 C -0.296
21 N -0.111
22 C 0.559
23 C -0.939
24 H 0.378
25 H -0.257
26 H 0.379
27 H 0.344
28 H -0.015
29 H 0.467
30 H 0.335
31 H -0.381
32 H -0.222
33 H 0.353
34 H 0.394
35 N -0.478
36 H 0.213
37 H 0.210
38 H 0.234
39 N -0.568
40 C -0.045
41 C 0.716
42 C -0.266
43 C -0.276
44 C -0.554
45 C -0.446
46 C -0.568
47 H 0.365
48 H 0.407
49 H 0.405
50 H 0.388
51 H 0.463

---

Relative energy of each structure, in kcal/mol: P 13.1; Q 0.0.

---

## P
# C9H14O

2 unconnected molecules or ions with the total composition C9H14O (ωB97M-V/def2-TZVPD, OMol25).

Calculated values
Gap between HOMO and LUMO, eV: 9.12
SMILES: Cc1ccc(O)cc1.CC
LUMO, eV: 0.91
HOMO energy, eV: -8.21
Molar mass, u: 138.21

CARTESIAN COORDINATES (ANGSTROEM)
C1 3.291 -0.080 -0.315
C2 -0.224 0.630 0.911
C3 0.036 1.793 1.610
C4 0.811 0.104 0.115
C5 2.084 0.625 0.202
C6 1.242 2.524 1.480
C7 2.219 1.939 0.702
O1 -0.968 2.223 2.441
H1 -1.148 0.083 1.014
H2 0.607 -0.668 -0.615
H3 1.413 3.436 2.030
H4 -0.716 3.033 2.851
H5 3.576 0.244 -1.322
H6 3.190 -1.167 -0.301
H7 3.170 2.410 0.471
H8 4.145 0.081 0.344
C8 -2.198 -2.554 -1.290
C9 -3.529 -1.831 -1.651
H9 -1.914 -3.303 -2.028
H10 -1.368 -1.846 -1.310
H11 -2.291 -2.932 -0.278
H12 -3.397 -0.781 -1.359
H13 -4.325 -2.146 -0.984
H14 -3.705 -1.816 -2.720

The molecule's Mulliken atomic charges, reported in e, are given here:
1 C -1.420
2 C -0.461
3 C 1.069
4 C -0.214
5 C 0.075
6 C -0.703
7 C -0.618
8 O -0.521
9 H 0.412
10 H 0.330
11 H 0.279
12 H 0.278
13 H 0.301
14 H 0.384
15 H 0.385
16 H 0.389
17 C -0.439
18 C -0.837
19 H 0.334
20 H -0.115
21 H 0.272
22 H 0.241
23 H 0.269
24 H 0.308

---

## Q
# C9H14O

2 unconnected molecules or ions with the total composition C9H14O (ωB97M-V/def2-TZVPD, OMol25).

Calculated values
Gap between HOMO and LUMO, eV: 9.35
SMILES: Cc1ccc(O)cc1.CC
LUMO, eV: 0.88
HOMO energy, eV: -8.46
Molar mass, u: 138.21

CARTESIAN COORDINATES (ANGSTROEM)
C1 0.170 -1.464 2.238
C2 -0.652 -0.230 2.606
H1 0.291 -1.574 1.160
H2 1.196 -1.427 2.619
H3 -0.249 -2.363 2.687
H4 -1.575 -0.286 2.032
H5 -0.134 0.695 2.362
H6 -0.884 -0.290 3.670
C3 -0.097 -1.720 -2.377
C4 1.232 0.137 -1.323
C5 0.017 -0.332 -1.812
C6 1.311 1.232 -0.480
C7 0.165 1.971 -0.276
C8 -1.111 0.457 -1.591
C9 -1.035 1.639 -0.867
O1 0.161 3.092 0.526
H7 2.113 -0.465 -1.530
H8 2.269 1.533 -0.074
H9 0.164 -1.743 -3.440
H10 -1.106 -2.120 -2.292
H11 -2.038 -0.034 -1.869
H12 1.064 3.380 0.673
H13 -1.843 2.348 -0.756
H14 0.571 -2.434 -1.887

The molecule's Mulliken atomic charges, reported in e, are given here:
1 C -0.676
2 C -0.673
3 H 0.060
4 H 0.265
5 H 0.336
6 H 0.208
7 H 0.153
8 H 0.353
9 C -1.525
10 C -0.540
11 C 0.571
12 C -0.522
13 C 0.894
14 C -0.355
15 C -0.753
16 O -0.555
17 H 0.347
18 H 0.325
19 H 0.371
20 H 0.387
21 H 0.319
22 H 0.296
23 H 0.372
24 H 0.343

---

## R
# C9H14O

2 unconnected molecules or ions with the total composition C9H14O (ωB97M-V/def2-TZVPD, OMol25).

Calculated values
Gap between HOMO and LUMO, eV: 9.11
SMILES: Cc1ccc(O)cc1.CC
LUMO, eV: 0.79
HOMO energy, eV: -8.32
Molar mass, u: 138.21

CARTESIAN COORDINATES (ANGSTROEM)
C1 -1.649 2.298 -0.662
C2 -0.165 0.229 -0.973
C3 -1.232 0.935 -0.305
C4 0.118 -1.066 -0.630
C5 -0.409 -1.658 0.508
C6 -1.731 0.279 0.895
C7 -1.300 -1.001 1.312
O1 -0.014 -2.853 1.129
H1 0.350 0.683 -1.705
H2 0.872 -1.600 -1.194
H3 -2.562 2.369 -1.287
H4 -1.027 3.044 -1.219
H5 -2.557 0.797 1.244
H6 0.766 -3.276 0.651
H7 -1.765 -1.458 2.227
H8 -1.746 2.941 0.261
C8 2.233 1.398 0.053
C9 2.914 0.767 -1.101
H9 1.202 1.737 -0.026
H10 1.973 0.774 0.931
H11 2.813 2.429 0.264
H12 3.549 0.057 -0.391
H13 3.348 1.287 -1.928
H14 2.231 -0.042 -1.441

The molecule's Mulliken atomic charges, reported in e, are given here:
1 C -1.442
2 C -0.999
3 C 0.442
4 C -0.761
5 C 0.990
6 C -0.626
7 C -0.590
8 O -0.562
9 H 1.093
10 H 0.281
11 H 0.344
12 H 0.331
13 H 0.474
14 H 0.308
15 H 0.340
16 H 0.348
17 C -0.604
18 C -0.703
19 H 0.116
20 H 0.270
21 H 0.273
22 H 0.231
23 H 0.356
24 H 0.089

---

Relative energy of each structure, in kcal/mol: P 12.2; Q 0.0; R 54.5.

---

## P
# C3H13NO3

5 unconnected molecules or ions with the total composition C3H13NO3 (ωB97M-V/def2-TZVPD, OMol25).

Calculated values
Gap between HOMO and LUMO, eV: 3.63
LUMO, eV: -4.05
HOMO energy, eV: -7.68
Molar mass, u: 111.14

CARTESIAN COORDINATES (ANGSTROEM)
C1 -2.919 -1.128 -0.638
C2 -1.637 -0.717 -0.448
N1 -1.171 0.066 0.521
C3 0.230 -0.075 0.736
H1 -3.705 -0.758 0.029
H2 -3.281 -1.746 -1.443
H3 -0.933 -1.047 -1.228
H4 -3.259 2.603 -0.072
H5 0.356 -0.758 1.591
H6 0.614 -0.666 -0.076
H7 0.739 0.850 1.027
H8 2.569 -2.593 -1.317
H9 2.110 -1.282 -0.957
O1 1.882 -2.229 -0.743
H10 2.772 -0.021 -0.206
H11 -2.187 1.537 0.603
O2 -2.680 2.365 0.639
H12 3.356 1.244 0.246
H13 3.865 2.152 1.250
O3 3.279 2.205 0.485

The molecule's Mulliken atomic charges, reported in e, are given here:
1 C -0.643
2 C 0.227
3 N -0.366
4 C -0.138
5 H 0.296
6 H 0.270
7 H 0.223
8 H 0.301
9 H 0.299
10 H -0.438
11 H 0.542
12 H 0.301
13 H 0.175
14 O -0.656
15 H -0.098
16 H 0.484
17 O -0.694
18 H 0.274
19 H 0.324
20 O -0.684

---

## Q
# C3H13NO3

3 unconnected molecules or ions with the total composition C3H13NO3 (ωB97M-V/def2-TZVPD, OMol25).

Calculated values
Gap between HOMO and LUMO, eV: 10.62
SMILES: C[C@H](O)CN.O.O
LUMO, eV: 0.68
HOMO energy, eV: -9.94
Molar mass, u: 111.14

CARTESIAN COORDINATES (ANGSTROEM)
C1 -1.007 -0.163 -0.004
C2 0.383 -0.269 0.640
C3 1.516 -0.198 -0.344
O1 0.396 -1.504 1.357
N1 -1.815 0.900 0.639
H1 -0.874 0.177 -1.036
H2 -1.592 -1.069 -0.127
H3 0.423 0.610 1.273
H4 1.502 -0.757 -1.270
H5 1.618 0.855 -0.647
H6 2.496 -0.368 0.123
H7 1.294 -1.803 1.525
H8 -1.650 0.894 1.641
H9 -2.792 0.707 0.483
H10 -0.400 -2.128 -1.408
H11 0.750 -2.998 -1.266
O2 0.318 -2.479 -1.953
H12 -0.600 2.580 0.328
H13 -0.067 3.761 -0.378
O3 0.101 3.250 0.425

The molecule's Mulliken atomic charges, reported in e, are given here:
1 C -0.859
2 C 0.460
3 C -1.407
4 O -0.564
5 N -0.680
6 H 0.389
7 H 0.425
8 H 0.276
9 H 0.385
10 H 0.330
11 H 0.464
12 H 0.340
13 H 0.195
14 H 0.234
15 H 0.323
16 H 0.327
17 O -0.678
18 H 0.366
19 H 0.325
20 O -0.651

---

Relative energy of each structure, in kcal/mol: P 168.6; Q 0.0.